Record 1
Molecular formula: C4H4N2O3
Method: DFT, wB97M-V/def2-TZVPD

Geometry as XYZ:
```
13
Properties=species:S:1:pos:R:3
C 1.299 1.365 0.076
C 2.035 2.418 0.059
C 3.724 -0.718 -0.157
C -0.458 -0.252 -0.251
N 2.938 -1.427 0.449
N 0.555 0.354 0.571
O 2.749 3.338 -0.118
O 4.678 -0.169 -0.482
O 1.722 -1.546 0.511
H -0.037 -0.240 -1.252
H -0.887 -1.201 0.034
H -1.321 0.308 -0.203
H 0.646 0.177 1.495
```

The largest force on an atom is 4.416 eV Å⁻¹. The energy above the lowest of the compared OMol25 structures with the same formula, charge and spin is 169.7 kcal per mole. Its total charge is 0.

---

Record 2
Molecular formula: C4H4N2S2
Method: DFT, wB97M-V/def2-TZVPD

Geometry as XYZ:
```
12
Properties=species:S:1:pos:R:3
C 1.115 -0.761 -0.407
C 2.024 0.188 -0.716
C -2.148 -0.409 0.176
C 0.195 0.977 0.817
N -1.085 -1.025 0.532
N 0.032 -0.302 0.377
S 1.615 1.715 0.096
S -2.345 1.116 -0.456
H 1.217 -1.874 -0.790
H 2.819 -0.018 -1.348
H -2.977 -1.122 0.213
H -0.461 1.517 1.506
```

The largest force on an atom is 3.662 eV Å⁻¹. The energy above the lowest of the compared OMol25 structures with the same formula, charge and spin is 63.7 kcal per mole. Its total charge is 0.

---

Record 3
Molecular formula: C4H4N2S2
Method: DFT, wB97M-V/def2-TZVPD

Geometry as XYZ:
```
12
Properties=species:S:1:pos:R:3
C -0.545 -1.603 0.069
N -0.211 -0.116 0.080
C -1.105 0.854 0.218
S -2.834 0.695 -0.280
C 1.122 0.293 -0.132
S 2.335 -0.783 -0.222
C 1.533 1.718 -0.160
N 2.381 2.682 -0.050
H 0.029 -2.195 0.797
H -0.283 -1.758 -1.093
H -1.575 -1.634 0.250
H -0.844 1.847 0.524
```

The largest force on an atom is 11.047 eV Å⁻¹. The energy above the lowest of the compared OMol25 structures with the same formula, charge and spin is 85.1 kcal per mole. Its total charge is 0. Its SMILES is CN(C=S)C(=S)C#N.

---

Record 4
Molecular formula: C4H4N2S2
Method: DFT, wB97M-V/def2-TZVPD

Geometry as XYZ:
```
12
Properties=species:S:1:pos:R:3
S 1.238 -2.359 0.106
C 0.312 -0.926 0.038
C -0.539 -0.893 -1.183
C -1.265 0.266 -1.264
N -1.018 1.317 -0.409
C -0.230 1.191 0.699
S 0.178 2.656 1.562
N 0.408 0.012 1.071
H 2.273 -1.842 0.949
H -0.467 -1.805 -1.753
H -1.931 0.469 -2.041
H 1.039 1.915 2.224
```

The largest force on an atom is 4.079 eV Å⁻¹. The energy above the lowest of the compared OMol25 structures with the same formula, charge and spin is 25.9 kcal per mole. Its total charge is 0. Its SMILES is Sc1ccnc(S)n1.